DFT (ωB97M-V/def2-TZVPD) results for the molecule C8H15BrFNO2 at a distorted geometry.

Last columns: bonded neighbours and bond lengths (Å).
CARTESIAN COORDINATES (ANGSTROEM)
1 C 2.149 1.314 -1.758  O2 1.424, H14 1.110, H15 1.101, H16 1.111
2 O 1.387 0.657 -0.751  C1 1.424, C3 1.422
3 C 0.494 1.561 -0.115  O2 1.422, C4 1.545, H17 1.109, H18 1.112
4 C -0.988 1.128 -0.182  C3 1.545, C5 1.595, N9 1.480, H19 1.110
5 C -1.316 0.840 -1.716  C4 1.595, C6 1.548, H20 1.104, H21 1.102
6 C -1.225 -0.663 -2.077  C5 1.548, O7 1.147, Br8 1.977
7 O -2.106 -1.381 -1.918  C6 1.147
8 Br 0.392 -1.451 -2.896  C6 1.977
9 N -1.297 -0.122 0.548  C4 1.480, C10 1.482, H22 1.020
10 C -0.605 -0.240 1.852  N9 1.482, C11 1.562, H23 1.106, H24 1.107
11 C 0.598 -1.219 1.672  C10 1.562, C12 1.555, F13 1.388, H25 1.105
12 C 0.144 -2.618 2.177  C11 1.555, H26 1.101, H27 1.102, H28 1.107
13 F 1.765 -0.791 2.290  C11 1.388
14 H 2.803 2.106 -1.335  C1 1.110
15 H 2.736 0.528 -2.259  C1 1.101
16 H 1.510 1.814 -2.517  C1 1.111
17 H 0.827 1.810 0.913  C3 1.109
18 H 0.558 2.523 -0.669  C3 1.112
19 H -1.656 1.965 0.107  C4 1.110
20 H -2.355 1.126 -1.954  C5 1.104
21 H -0.605 1.360 -2.379  C5 1.102
22 H -2.289 -0.050 0.778  N9 1.020
23 H -0.334 0.721 2.328  C10 1.106
24 H -1.327 -0.726 2.537  C10 1.107
25 H 0.737 -1.352 0.584  C11 1.105
26 H 0.970 -3.339 2.084  C12 1.101
27 H -0.308 -2.578 3.181  C12 1.102
28 H -0.658 -2.923 1.476  C12 1.107

The SMILES is COC[C@@H](CC(=O)Br)NC[C@H](C)F. The calculation puts the HOMO energy at -9.585 eV. The value obtained for the frontier orbital gap is 0.375 Eh. As for the total charge: 0.